Record 1
The following is a DFT calculation (the ωB97M-V functional and the def2-TZVPD basis) of a molecular structure, C30H27ClCrN9O4 at a distorted geometry.

XYZ file:
```
72
Properties=species:S:1:pos:R:3:forces:R:3
Cr 0.015174 0.087630 0.072638 -0.035 0.044 0.824
C 1.774594 4.390648 -2.719768 0.149 0.278 0.042
N 0.918833 3.281173 -2.353872 0.149 -0.268 0.120
C 1.229780 2.225137 -1.603270 -0.109 0.110 -0.031
N 0.135237 1.520136 -1.367967 -0.016 0.486 -0.745
C -0.835211 2.199081 -2.043255 0.037 0.071 0.204
N -0.397011 3.285140 -2.624602 -0.177 0.052 -0.223
C 2.149054 5.236521 -1.519546 -0.008 -0.072 0.042
C 3.293587 6.022741 -1.575230 -0.011 -0.015 -0.026
C 3.664265 6.803685 -0.491084 0.049 0.022 0.018
C 2.917413 6.783848 0.673269 -0.107 0.009 0.044
C 1.782253 5.978946 0.743380 0.008 -0.074 -0.272
C 1.387914 5.223031 -0.359529 0.021 0.044 0.122
C 1.049712 5.897091 1.998092 -0.401 0.516 0.367
N 1.316688 6.510944 3.105540 0.189 0.339 -0.475
N 0.408848 6.083493 4.033602 -0.435 -0.166 0.218
C -0.364452 5.229108 3.443569 0.218 0.549 -0.044
O -0.005167 5.050662 2.146654 -0.873 0.670 -0.539
C -1.480399 4.506026 4.034946 -0.558 0.106 -0.223
C -1.691659 4.596572 5.411901 -0.296 0.201 -0.168
C -2.758992 3.926358 5.979684 0.089 0.116 0.061
C -3.613400 3.168539 5.188126 -0.031 -0.059 -0.042
C -3.409671 3.076170 3.818663 -0.008 -0.062 0.020
C -4.332392 2.242050 2.955431 0.081 0.162 0.164
N -3.588672 1.211186 2.255879 -0.163 -0.017 -0.363
C -2.994684 1.254333 1.058270 0.050 0.014 0.142
N -2.271251 0.165376 0.877836 -0.057 -0.092 -0.077
C -2.493320 -0.544242 2.020334 -0.038 0.017 -0.089
N -3.283942 0.058755 2.874445 0.124 -0.069 0.240
C -2.335394 3.745459 3.244758 0.104 0.153 0.088
H 1.230312 4.975094 -3.459914 -0.033 -0.056 -0.010
H 2.678760 4.003484 -3.188734 -0.042 -0.039 -0.056
H 2.220055 1.997691 -1.243803 0.007 0.077 0.016
H -1.864814 1.885633 -2.087744 0.014 -0.024 -0.006
H 3.906284 6.017264 -2.469441 -0.013 0.024 0.003
H 4.556165 7.413101 -0.545820 -0.018 0.010 -0.013
H 3.196618 7.380350 1.530816 0.042 -0.033 0.009
H 0.490252 4.620937 -0.287241 0.006 -0.032 -0.031
H -1.016284 5.201784 6.001329 -0.040 -0.004 0.082
H -2.931117 3.992015 7.045622 0.007 -0.001 -0.007
H -4.442666 2.642682 5.645704 0.006 -0.001 -0.018
H -4.841395 2.859171 2.215143 -0.002 -0.034 -0.029
H -5.075637 1.742759 3.571382 -0.057 -0.001 -0.055
H -3.111405 2.063597 0.354731 0.004 0.058 0.081
H -2.064247 -1.513372 2.210867 -0.002 0.004 0.016
H -2.150214 3.686693 2.177985 -0.031 0.003 -0.013
Cl 0.105928 -7.035386 1.443910 -0.010 -0.086 0.009
C 0.207412 -5.308851 1.403935 -0.037 -0.004 -0.081
C 0.687983 -4.622350 2.534401 -0.018 0.160 -0.098
C 0.773113 -3.256219 2.532426 0.027 0.003 0.110
C 0.386312 -2.490216 1.406331 -0.117 -0.085 -0.267
O 0.442704 -1.199980 1.454913 0.113 -0.353 0.408
C -0.077107 -3.205709 0.253974 0.154 0.145 0.391
C -0.395056 -2.535581 -0.952843 0.024 0.011 0.003
O -0.315676 -1.305093 -1.159652 -0.316 -1.163 -1.076
C -0.165079 -4.617653 0.290588 -0.028 -0.060 -0.070
H 0.991717 -5.186293 3.406059 -0.011 -0.019 0.001
H 1.141070 -2.721954 3.398710 -0.004 -0.011 -0.005
H -0.726166 -3.154423 -1.793381 0.015 -0.010 -0.020
H -0.530909 -5.146771 -0.581254 0.029 -0.014 0.006
C 1.796394 3.404090 2.873597 0.588 -0.340 0.285
N 0.760772 2.514085 3.377066 0.123 -0.259 -0.208
C 0.483823 2.540931 4.803316 0.315 -0.247 0.308
C 0.187553 1.618444 2.591791 -0.158 0.267 0.201
O 0.412715 1.518265 1.371905 0.412 0.763 0.443
H 1.625454 4.413832 3.249143 0.698 -1.041 0.295
H 1.765952 3.412520 1.788382 0.080 -0.128 0.076
H 2.781861 3.071780 3.205487 -0.013 -0.109 0.025
H 0.420803 3.574469 5.141244 0.237 -0.312 -0.010
H 1.274791 2.038345 5.363492 0.045 -0.016 -0.065
H -0.465410 2.048440 5.009447 0.018 0.001 -0.024
H -0.556958 0.988133 3.087350 0.043 -0.112 -0.008
```
Forces are in eV/Å.

Calculated values
Multiplicity: 5
E_LUMO (alpha / beta) (eV): -2.75 / -2.79
Calculated total energy (eV): -94089.8294
Charge: +1
Gap between HOMO and LUMO (alpha / beta) (eV): 7.4 / 7.8

Record 2
The following is a DFT calculation (the ωB97M-V functional and the def2-TZVPD basis) of a molecular structure, C30H27CrGeN3O8P2.

XYZ file:
```
72
Properties=species:S:1:pos:R:3:forces:R:3
Cr -1.351335 1.571968 -0.582336 -0.052 -0.556 -0.388
O -1.678721 3.874661 2.796936 -0.091 -0.005 0.064
C -1.399088 3.282022 1.751180 0.412 0.044 -0.117
N -2.115545 2.426576 1.040983 -0.142 0.042 0.190
C -3.396201 1.977624 1.522930 0.087 -0.067 -0.056
C -3.698715 0.614177 0.931932 0.055 -0.001 0.055
C -4.779927 -0.138449 1.369918 0.006 0.055 0.015
C -5.010219 -1.380115 0.807648 -0.088 -0.044 0.023
C -4.160396 -1.844407 -0.182819 0.086 0.024 -0.037
C -3.106024 -1.039354 -0.575310 -0.053 -0.028 -0.137
N -2.880853 0.156290 -0.026562 -0.149 0.038 0.230
C -0.010710 3.469863 1.126926 -0.275 -0.048 0.190
C 0.893491 4.378208 1.642452 0.029 -0.027 -0.001
C 2.144117 4.474538 1.051250 0.024 0.111 0.093
C 2.449790 3.670070 -0.033538 -0.069 -0.147 -0.097
C 1.484309 2.790534 -0.498643 0.121 0.104 0.051
N 0.289865 2.688755 0.078898 -0.010 0.157 -0.045
H -4.201234 2.665573 1.236266 -0.010 0.005 -0.020
H -3.412545 1.914897 2.616137 0.000 0.019 0.015
H -5.422159 0.257136 2.146529 -0.009 -0.014 -0.006
H -5.852019 -1.978113 1.135944 0.015 -0.005 0.005
H -4.303593 -2.803862 -0.659876 -0.018 0.000 0.010
H -2.437734 -1.331871 -1.377511 0.005 0.037 0.009
H 0.588204 4.972466 2.492276 0.015 0.009 -0.006
H 2.875174 5.177625 1.432260 0.000 -0.014 0.005
H 3.413585 3.706437 -0.521976 0.008 0.023 0.015
H 1.654953 2.148256 -1.350984 0.002 -0.053 -0.040
O -1.016792 3.893500 -2.482269 0.065 0.016 -0.012
P -2.063281 2.906294 -3.249481 -0.057 -0.358 -0.156
O -2.697297 3.633029 -4.362798 0.015 -0.087 0.084
O -2.810371 2.182975 -2.157962 0.454 0.339 -0.011
O -1.001254 1.789576 -3.866135 -0.188 -0.014 -0.006
P -0.852919 0.274537 -3.337520 0.197 0.144 0.319
O 0.441773 -0.207027 -4.184639 0.017 0.115 -0.050
O -2.027722 -0.566591 -3.621977 0.062 -0.073 -0.021
O -0.310793 0.348401 -1.897491 -0.332 0.290 -0.263
H -0.733950 4.578392 -3.098580 -0.041 -0.011 0.026
H 0.175938 -0.385623 -5.094224 -0.011 -0.065 0.069
C 1.160806 -1.662507 4.941504 -0.005 0.005 -0.011
C 1.152824 -2.783791 4.123648 -0.010 0.004 -0.045
C 1.057482 -2.642699 2.743733 0.037 0.046 0.070
C 0.975424 -1.378007 2.158379 -0.073 0.084 0.348
C 0.973957 -0.259617 2.998488 -0.009 -0.057 0.027
C 1.071142 -0.397075 4.376460 0.000 -0.015 -0.020
Ge 0.848945 -1.107429 0.229340 0.187 -0.150 -0.159
C 2.620243 -0.538894 -0.368828 0.070 0.109 -0.124
C 2.893588 -0.312574 -1.723099 0.036 0.028 0.070
C 4.143343 0.133324 -2.131048 -0.005 -0.003 0.036
C 5.141421 0.375239 -1.194216 -0.012 -0.005 -0.022
C 4.884259 0.158642 0.151405 -0.059 -0.017 0.019
C 3.634646 -0.296198 0.558642 0.048 0.052 -0.012
C 0.384943 -2.811686 -0.585948 -0.223 -0.086 -0.129
C 1.010249 -3.281935 -1.740988 0.002 -0.040 -0.013
C 0.583248 -4.450690 -2.358254 0.010 0.033 0.028
C -0.481755 -5.169400 -1.834945 -0.010 0.004 0.005
C -1.118608 -4.715866 -0.687128 0.049 0.051 -0.003
C -0.691169 -3.544895 -0.076095 0.013 -0.043 -0.002
H 1.230634 -1.774441 6.016529 0.001 0.002 0.002
H 1.221186 -3.773098 4.560355 0.001 -0.003 -0.001
H 1.058321 -3.528393 2.119271 -0.004 -0.002 -0.015
H 0.889689 0.735594 2.572145 -0.006 -0.002 -0.018
H 1.066799 0.482492 5.008333 -0.005 0.006 -0.005
H 2.121283 -0.460484 -2.465570 -0.074 0.029 -0.028
H 4.331695 0.301802 -3.184556 0.001 0.005 0.001
H 6.114087 0.730874 -1.512500 -0.002 0.001 -0.003
H 5.655192 0.344980 0.889657 0.002 -0.002 0.001
H 3.452209 -0.458255 1.614910 -0.009 -0.004 -0.003
H 1.839893 -2.733834 -2.171115 -0.024 0.000 0.011
H 1.078990 -4.793785 -3.258071 -0.001 -0.002 -0.002
H -0.821351 -6.073192 -2.325604 0.002 -0.006 0.006
H -1.954907 -5.267486 -0.274549 -0.003 0.002 0.004
H -1.208511 -3.195686 0.811882 -0.006 0.021 -0.009
```
Forces are in eV/Å.

Calculated values
Multiplicity: 6
E_LUMO (alpha / beta) (eV): 2.54 / 1.53
Calculated total energy (eV): -155925.9325
Charge: -1
Gap between HOMO and LUMO (alpha / beta) (eV): 6.6 / 7.8
Relative energy (zero: lowest compared OMol25 entry of this formula, charge and spin) (kJ/mol): 0.0

Record 3
The following is a DFT calculation (the ωB97M-V functional and the def2-TZVPD basis) of a molecular structure, C30H27N5O11STi at a distorted geometry.

XYZ file:
```
75
Properties=species:S:1:pos:R:3:forces:R:3
Ti 0.381141 0.223189 1.277456 -0.702 -1.122 1.290
C 4.177529 -1.504144 2.456788 0.076 0.192 -0.046
O 4.876775 -0.314195 2.065319 0.159 -0.099 -0.043
C 4.574483 0.199380 0.838200 -0.425 0.010 -0.182
C 5.575917 0.453154 -0.064145 0.140 0.017 -0.217
C 5.303173 1.042093 -1.312065 0.026 -0.082 0.224
C 4.009853 1.369882 -1.630988 0.071 -0.061 -0.025
C 2.962685 1.114855 -0.732782 -0.482 0.339 -0.648
C 1.641287 1.680112 -1.030847 1.244 0.037 -0.537
N 0.636827 1.424854 -0.315710 -1.377 0.959 0.343
N -0.477969 2.323879 -0.357459 0.546 -0.480 -0.077
C -0.881636 2.516312 0.873439 -0.268 0.442 -0.373
O -0.360859 1.999880 1.937756 -0.050 -0.126 -0.159
C -2.071261 3.408414 1.033009 0.302 -0.152 -0.129
C -2.857774 3.293143 2.168171 -0.262 0.065 0.092
C -4.009431 4.063450 2.296975 0.184 -0.026 -0.104
C -4.353124 4.965618 1.298692 -0.021 -0.048 0.010
C -3.555114 5.091636 0.167071 0.080 -0.102 0.084
C -2.417537 4.309891 0.033177 -0.155 0.196 0.084
C 3.228739 0.533744 0.517156 -0.078 0.013 0.440
O 2.299850 0.366629 1.427875 0.200 0.143 -0.088
H 4.921239 -2.196262 2.851019 -0.015 -0.005 0.027
H 3.668478 -1.964425 1.611374 -0.021 -0.007 -0.026
H 3.450399 -1.255453 3.227121 -0.062 -0.059 0.021
H 6.585913 0.183293 0.216652 0.039 0.015 -0.015
H 6.105400 1.239448 -2.008980 0.052 -0.017 0.009
H 3.779591 1.840148 -2.579758 0.002 0.008 -0.005
H 1.529252 2.427249 -1.819575 0.205 0.058 0.106
H -2.573478 2.578999 2.929203 -0.008 -0.003 -0.015
H -4.638767 3.949752 3.169055 -0.024 0.008 0.020
H -5.249671 5.563633 1.397778 -0.023 0.013 -0.002
H -3.823820 5.788950 -0.615086 -0.024 0.042 -0.013
H -1.784111 4.386865 -0.838007 0.020 0.008 -0.054
O 1.340193 -4.813294 4.270601 -0.088 0.211 0.178
C 0.961476 -3.876180 5.124389 0.019 -0.060 -0.369
O 0.875278 -4.066995 6.314441 0.034 -0.057 0.097
C 0.633874 -2.532487 4.557899 -0.006 0.012 0.412
C 0.254405 -1.480373 5.371206 0.038 0.090 -0.353
N 0.045180 -0.421749 4.568369 -0.114 0.222 -0.018
N 0.252650 -0.732390 3.284677 0.152 0.291 0.089
C 0.619033 -1.992892 3.254511 -0.023 -0.457 -0.418
C 0.907527 -2.603888 1.885143 -0.017 0.083 0.535
O 1.249593 -3.796043 1.900919 0.067 -0.118 -0.292
O 0.777046 -1.839748 0.894211 0.062 -0.276 0.212
H 1.322135 -4.460034 3.322547 0.009 0.005 -0.068
H 0.132095 -1.440561 6.437689 -0.010 -0.005 0.060
H -0.253125 0.519327 4.797450 0.096 -0.311 -0.035
C -3.871293 2.869917 -4.489214 0.012 -0.027 -0.061
C -4.563707 2.151013 -3.361855 -0.025 0.068 -0.087
C -5.776315 1.491977 -3.553200 -0.027 0.048 -0.139
C -6.391975 0.804091 -2.521942 0.240 -0.001 0.161
C -5.786700 0.783893 -1.266850 0.205 0.207 -0.467
C -4.600175 1.478842 -1.043080 0.044 -0.130 -0.058
C -3.989843 2.139030 -2.098512 0.066 -0.063 0.179
S -6.439771 -0.212172 0.015506 0.174 0.313 0.213
O -5.886301 0.334808 1.219363 -0.402 -0.039 0.273
O -7.851749 -0.366778 -0.193879 -0.188 0.092 0.145
N -5.837272 -1.715300 -0.168567 0.059 -0.302 -0.318
C -4.410833 -1.961425 -0.468818 -0.521 -0.254 0.047
C -3.485807 -1.523226 0.634279 -0.131 -0.008 0.416
C -2.218308 -0.925214 0.077377 0.418 0.038 0.584
O -1.882962 -1.051516 -1.081133 -0.004 0.029 -0.485
O -1.541252 -0.312789 0.995913 0.624 0.472 0.098
H -4.315266 2.634244 -5.456145 -0.030 -0.046 0.015
H -2.816653 2.595845 -4.522508 0.016 -0.019 -0.004
H -3.915592 3.953615 -4.364439 -0.042 0.005 0.078
H -6.236514 1.504432 -4.535161 -0.007 0.007 0.016
H -7.327022 0.288237 -2.685386 -0.048 -0.062 0.048
H -4.143231 1.487948 -0.057836 -0.063 -0.057 -0.106
H -3.031546 2.617751 -1.930710 -0.052 -0.015 -0.002
H -6.428931 -2.202065 -0.826728 -0.172 -0.065 0.025
H -4.103862 -1.497925 -1.403968 -0.029 0.116 -0.122
H -4.359045 -3.041011 -0.605629 0.112 0.004 -0.106
H -3.191103 -2.374315 1.254557 0.057 0.024 -0.018
H -3.954410 -0.814875 1.329627 0.147 -0.140 -0.347
```
Forces are in eV/Å.

Calculated values
Multiplicity: 2
E_LUMO (alpha / beta) (eV): 2.34 / 2.33
Calculated total energy (eV): -95479.4336
Charge: -1
Gap between HOMO and LUMO (alpha / beta) (eV): 7.4 / 8.2
Relative energy (zero: lowest compared OMol25 entry of this formula, charge and spin) (kJ/mol): 0.0

What is the formula in the third record? C30H27N5O11STi